1.
C15H22FeN as an isolated structure, computed with the ωB97M-V functional and the def2-TZVPD basis.

The calculation puts the HOMO energy (spin up / spin down) at -0.71 / -1.83 eV. The value obtained for the molar mass is 272.19 g/mol. The spin multiplicity is 5. The expectation value of S² is 6.109. Its relative energy (zero: lowest compared OMol25 entry of this formula, charge and spin) is 0.0 kJ/mol. Its net charge is -1.

Geometry (Å):
C -2.41050 0.49041 0.51839
C -1.02606 1.11185 0.48207
C 0.08397 0.07343 0.58431
N 1.40238 0.66727 0.47982
H -3.19006 1.25110 0.46326
H -2.55792 -0.20002 -0.31390
H -2.56867 -0.07626 1.43729
H -0.89094 1.69761 -0.43827
H -0.91095 1.84028 1.29557
H -0.01550 -0.49507 1.51971
H -0.02912 -0.65933 -0.22248
H 1.52905 1.37250 1.19630
H 2.12449 -0.03012 0.60346
C 3.23258 -0.50012 3.22328
C 4.01445 -1.76102 3.19234
C 4.75760 -2.18063 2.11840
C 5.90434 -3.18382 2.14220
C 6.61454 -3.06929 0.94637
C 5.95348 -2.04447 0.08323
C 4.85350 -1.52812 0.75545
Fe 4.64131 -3.61136 0.55264
C 3.52746 -4.56194 -0.96379
C 2.78655 -4.54065 0.28397
C 3.56901 -5.24682 1.28257
C 4.79264 -5.70527 0.65092
C 4.76644 -5.28168 -0.73641
H 2.16672 -0.66836 3.39166
H 3.59784 0.17936 4.00073
H 3.34053 0.03991 2.28356
H 4.09826 -2.32713 4.10690
H 6.13822 -3.87026 2.95821
H 7.51979 -3.61723 0.67985
H 6.32365 -1.69058 -0.87952
H 4.18361 -0.76282 0.36023
H 3.18041 -4.16996 -1.92285
H 1.81102 -4.07106 0.43876
H 3.31155 -5.34864 2.33913
H 5.61311 -6.23251 1.14062
H 5.52992 -5.48648 -1.48850

Cartesian forces (eV/Å) of the 6 atoms listed first:
C -0.1 0.0 0.1
C 0.3 0.2 -0.1
C 0.0 -0.3 0.1
N 0.0 0.4 -0.4
H 0.0 0.0 0.0
H 0.0 0.0 0.0

Atom charges from the Löwdin analysis, given in e for atoms 1 to 6: number 1, C, carries -0.13; number 2, C, carries -0.28; number 3, C, carries -0.32; number 4, N, carries 0.00; number 5, H, carries 0.06; number 6, H, carries 0.07

=====

2.
A 2-piece molecular cluster, C15H22N2O4S overall, computed with the ωB97M-V functional and the def2-TZVPD basis.

The calculation puts the HOMO energy at -8.44 eV. The value obtained for the molar mass is 326.42 g/mol. The spin multiplicity is 1. Its relative energy (zero: lowest compared OMol25 entry of this formula, charge and spin) is 1763.4 kJ/mol.

Geometry (Å):
C -5.72300 -1.49507 0.66603
H -6.62153 -1.10797 0.73987
H -5.27336 -1.90454 1.46429
H -5.74253 -2.24182 -0.27321
O -4.94593 -0.55204 0.12251
C -3.69008 -0.63125 0.13548
C -3.11012 -1.92343 0.25598
C -1.67739 -1.89403 -0.22608
C -0.94537 -0.75822 -0.39715
C -1.44267 0.41669 -0.31600
C -2.90936 0.80791 -0.09756
C -3.45774 2.11857 -0.18837
O -2.59084 2.75883 0.08805
N -4.62037 2.30308 -0.39909
H -5.28184 1.42899 -0.69695
H -5.07557 3.12083 -0.26218
H -0.85141 1.18708 -0.41639
S 0.83836 -0.98936 -0.44986
O 1.39832 0.05981 -1.64605
O 1.17225 -2.27556 -0.56038
N 1.31481 -0.42096 0.89560
H 0.63325 0.43343 1.42287
C 2.75324 0.00280 1.36148
C 3.59342 -1.02072 0.70009
C 5.14529 -0.56572 0.35374
C 5.67502 0.20120 -0.55510
C 5.12391 1.43736 -0.42072
C 3.63753 1.94473 -0.30634
H 2.99690 1.18421 -0.93484
C 3.12830 1.33841 1.18184
H 3.85621 1.77214 1.80161
H 2.15978 1.92381 1.21990
H 3.39383 2.87960 -0.40323
H 5.57876 1.96106 0.42034
H 5.40656 2.09892 -1.30542
H 5.26656 -0.03547 -1.44805
H 6.71127 0.19016 -0.76303
H 5.39069 -0.26461 1.82511
H 5.69540 -1.62302 0.53527
H 3.35653 -1.94683 1.00623
H 3.42316 -1.15139 -0.35636
H 2.72088 -0.25865 2.61910
H -1.26584 -2.91864 -0.07668
H -3.65298 -2.83059 0.26932

Cartesian forces (eV/Å) of the 6 atoms listed first:
C 1.4 -4.0 -5.9
H -4.5 1.6 1.0
H 1.0 -1.7 3.1
H -0.6 0.3 2.5
O -2.5 4.8 -0.2
C 5.0 2.1 -1.0

Atom charges from the Löwdin analysis, given in e for atoms 1 to 6: number 1, C, carries -0.06; number 2, H, carries 0.05; number 3, H, carries 0.07; number 4, H, carries 0.17; number 5, O, carries -0.10; number 6, C, carries -0.20

=====

3.
C15H22N4O3S2 as an isolated structure, computed with the ωB97M-V functional and the def2-TZVPD basis.

The calculation puts the HOMO energy at -8.97 eV. The value obtained for the molar mass is 370.50 g/mol. The spin multiplicity is 1. Its relative energy (zero: lowest compared OMol25 entry of this formula, charge and spin) is 31.5 kJ/mol.

Geometry (Å):
C 5.18179 0.57751 -1.42579
C 3.85894 1.07853 -0.85925
C 3.03132 -0.06129 -0.26940
C 1.71827 0.45939 0.31413
N 0.81158 -0.59400 0.73710
C -0.34717 -0.74741 0.05810
O -0.61985 -0.06130 -0.91506
C -1.32002 -1.80793 0.57200
N -2.57090 -1.82791 -0.13463
S -3.70378 -0.74407 0.41419
O -3.73398 -0.86982 1.84101
O -4.91171 -0.98660 -0.31907
C -3.13795 0.90327 -0.00992
C -3.64590 1.52880 -1.11064
C -3.21849 2.81758 -1.49015
C -2.27692 3.49813 -0.76894
C -1.73379 2.87761 0.36867
N -0.79886 3.35609 1.19005
S -0.50339 2.25862 2.32177
N -1.52617 1.11785 1.83936
C -2.16671 1.55710 0.75873
H -1.93777 4.48296 -1.04757
H -3.64917 3.26731 -2.37172
H -4.39716 1.00978 -1.68488
C -2.57988 -2.15255 -1.54045
H -2.21786 -3.17381 -1.67243
H -1.96666 -1.46646 -2.12903
H -3.61566 -2.09321 -1.86412
H -1.58332 -1.58937 1.60960
H -0.86598 -2.80133 0.51179
C 1.16758 -1.33858 1.92782
H 1.88255 -0.72856 2.48606
C 1.79982 -2.70079 1.63988
H 2.06327 -3.17954 2.57936
H 1.11363 -3.35128 1.10611
H 2.69959 -2.59314 1.04139
H 0.28250 -1.46986 2.55473
H 1.19186 1.03829 -0.44876
H 1.92459 1.11441 1.16932
H 2.80736 -0.79028 -1.05053
H 3.61504 -0.55847 0.50795
H 3.28587 1.56679 -1.64954
H 4.05361 1.82200 -0.08295
H 5.00734 -0.15166 -2.21368
H 5.77797 0.10518 -0.64790
H 5.75459 1.40198 -1.84271

Cartesian forces (eV/Å) of the 6 atoms listed first:
C -0.2 0.2 0.1
C 0.1 -0.3 0.1
C -0.1 0.4 0.0
C 0.1 0.0 -0.3
N 0.2 0.1 0.0
C 0.2 -0.1 -0.1

Atom charges from the Löwdin analysis, given in e for atoms 1 to 6: number 1, C, carries -0.12; number 2, C, carries -0.27; number 3, C, carries -0.20; number 4, C, carries -0.18; number 5, N, carries -0.07; number 6, C, carries -0.44

=====

4.
C15H23AsBr2N2O7P2Sn as an isolated structure, computed with the ωB97M-V functional and the def2-TZVPD basis.

The calculation puts the HOMO energy (spin up / spin down) at -14.67 / -13.82 eV. The value obtained for the molar mass is 758.75 g/mol. The spin multiplicity is 1. Its relative energy (zero: lowest compared OMol25 entry of this formula, charge and spin) is 45.4 kJ/mol. Its net charge is +2.

Geometry (Å):
Sn 9.98512 8.96767 9.08003
C 7.26230 7.39126 7.49116
C 6.93451 7.25063 8.94661
C 5.78046 6.66587 9.44314
C 5.54382 6.64893 10.77168
C 6.57149 7.04173 11.69232
C 6.48379 6.78925 13.05536
Br 5.06815 5.93780 13.93317
C 7.52098 7.26423 13.90732
C 8.56136 8.04620 13.40285
Br 9.55424 9.03189 14.62795
C 8.81652 8.09839 11.95806
O 9.96486 8.41887 11.45506
C 7.76598 7.59979 11.10965
N 7.87902 7.71627 9.76569
H 6.36736 7.16422 6.85171
H 8.06099 6.65423 7.25242
H 7.58257 8.44355 7.32825
H 5.03976 6.28625 8.68127
H 4.64510 6.22617 11.16709
H 7.53410 7.00799 14.95098
N 8.01328 11.99439 6.48281
C 9.25265 12.29554 7.30656
C 9.68101 13.75223 7.22958
P 10.61669 11.28660 6.63962
O 10.18731 11.63530 5.10182
O 11.99892 11.74177 6.92597
O 10.32373 9.79440 6.90788
P 8.69086 11.81761 9.06507
O 7.88895 13.14670 9.49586
O 9.90294 11.36779 9.85034
O 7.68606 10.71136 8.79064
H 8.29327 11.69837 5.46982
H 7.37722 12.78472 6.35103
H 7.51850 11.21619 6.88856
H 10.36502 13.87320 6.36682
H 10.27865 14.03782 8.12867
H 8.80316 14.40701 7.12845
H 10.81945 11.46093 4.37178
H 7.37117 12.99540 10.34240
C 14.84652 10.43486 8.95052
As 12.99849 10.73524 9.65581
C 13.18758 12.61156 10.31144
C 13.08688 9.62006 11.34142
H 15.43418 11.28766 9.18326
H 14.79510 10.43897 7.83242
H 15.37278 9.54123 9.33567
H 14.23398 12.88628 10.57530
H 12.61067 12.72183 11.23749
H 12.82611 13.32960 9.52238
H 14.02464 9.80961 11.86478
H 13.18921 8.51259 11.13587
H 12.16366 9.71520 11.91099

Cartesian forces (eV/Å) of the 6 atoms listed first:
Sn -0.4 0.3 0.0
C -0.7 -0.2 -0.4
C 1.3 0.5 0.0
C -1.5 -0.3 -1.9
C 1.0 -0.3 1.2
C -0.1 0.1 -2.6

Atom charges from the Löwdin analysis, given in e for atoms 1 to 6: number 1, Sn, carries 1.51; number 2, C, carries -0.02; number 3, C, carries -0.30; number 4, C, carries 0.02; number 5, C, carries 0.03; number 6, C, carries -0.15